ORCA calculation (ωB97M-V with the def2-TZVPD basis set) on a molecular structure, C43H110F3O15Zn at a distorted geometry.

Structure (XYZ):
```
172
Properties=species:S:1:pos:R:3:forces:R:3
Zn -11.686970 9.472530 2.952090 0.357 0.065 -0.071
C -9.645350 6.790140 1.987350 -2.352 2.832 0.656
O -9.553200 6.098650 3.265570 1.135 -0.524 -2.194
O -10.382770 7.973850 2.233060 2.205 -1.985 -1.006
C -8.211920 6.917000 1.207220 -2.191 0.561 0.541
F -7.976290 5.779230 0.521310 0.274 -0.214 0.217
F -8.184200 7.889510 0.245280 -0.035 -0.361 1.157
F -7.244270 7.111120 2.089450 0.819 0.233 -0.149
C -9.012380 4.761870 3.115320 0.299 0.763 2.037
C -9.020990 4.273350 4.543620 -0.344 -0.592 0.164
H -8.981510 3.184070 4.543290 0.232 -0.005 0.401
H -8.167120 4.707920 5.063390 -0.085 -0.245 0.224
H -9.936450 4.573750 5.053320 -0.079 -0.007 0.000
H -7.941110 4.791150 2.916240 -0.044 0.087 -1.032
H -9.545600 4.069860 2.463470 -0.248 0.510 -0.400
H -10.198480 6.132840 1.316450 -0.235 -0.404 -0.301
C -11.062130 3.797120 8.389920 -0.682 -0.477 -1.531
C -10.223230 3.369250 9.522110 0.945 -0.097 1.030
C -8.786580 3.011800 9.165390 0.231 -0.939 -0.278
O -10.179430 4.385770 10.460380 -0.370 2.216 1.255
H -10.550230 4.413110 7.650590 0.127 0.393 0.272
H -12.021110 4.236840 8.663980 0.191 0.122 0.234
H -11.293400 2.883630 7.842070 -0.194 -0.111 -0.211
H -10.713170 2.556560 10.058400 -0.023 -0.696 -0.510
H -8.021070 3.772600 9.317920 -0.567 0.591 0.048
H -8.698960 2.719430 8.118990 0.069 -0.440 0.049
H -8.486840 2.210460 9.840750 0.215 -0.358 -0.343
H -9.715820 4.119880 11.257860 0.065 -0.156 -0.079
C -14.753930 6.942800 1.145410 -1.070 -1.204 0.042
C -13.399050 7.555800 1.130360 0.080 1.214 -2.331
C -12.982930 7.741390 -0.355060 0.502 -0.948 -0.075
O -13.389060 8.913420 1.694170 0.254 -1.930 0.411
H -15.309400 7.027010 2.079460 0.124 0.202 0.075
H -14.625270 5.875290 0.966640 0.085 -0.229 0.171
H -15.405710 7.200220 0.310530 -0.011 0.704 0.065
H -12.709400 6.859130 1.606960 0.337 0.890 0.537
H -13.624780 8.426980 -0.908320 -0.079 0.279 0.340
H -13.058380 6.817100 -0.927870 -0.191 -0.424 0.205
H -11.937120 8.016430 -0.491930 -0.036 0.381 0.365
H -14.044100 9.416380 1.204720 -0.165 0.463 -0.018
C -12.519710 7.822560 6.745160 0.991 -0.108 0.390
C -12.106960 7.230260 5.387210 -0.606 -0.062 0.610
C -12.840070 6.003820 5.008310 0.117 -1.323 0.672
O -12.528680 8.138550 4.402060 0.739 1.299 -0.774
H -12.194900 7.258250 7.619320 -0.061 -0.597 -0.138
H -13.589330 8.001300 6.854970 -0.033 0.004 -0.304
H -11.972060 8.753910 6.889290 -0.257 0.319 -0.301
H -11.044940 6.987020 5.354790 0.196 0.807 -0.349
H -12.496710 5.271590 5.739100 -0.909 -0.623 0.111
H -12.618400 5.601790 4.019710 0.377 0.345 -0.064
H -13.897850 6.266880 5.011210 -0.319 -0.674 0.464
H -13.482360 8.050570 4.336130 -0.252 0.338 -0.175
C -5.268750 7.798360 -1.566390 -0.489 -1.413 -1.964
C -4.862560 6.829490 -2.760580 2.347 1.577 1.077
C -4.193900 7.541850 -3.967170 -1.040 0.274 -0.263
O -3.830520 5.969420 -2.268660 -1.128 -0.172 0.357
H -6.072430 8.391480 -2.002740 0.471 1.123 0.192
H -4.365830 8.255080 -1.161130 -0.402 0.438 -0.119
H -5.828580 7.257920 -0.803100 0.484 -0.406 0.185
H -5.784640 6.334880 -3.065940 0.214 -0.494 -0.186
H -3.499830 7.025410 -4.630230 -0.328 -1.305 0.459
H -3.518480 8.355980 -3.704290 -0.766 0.624 0.399
H -5.035250 7.775990 -4.619410 0.223 1.092 -0.235
H -4.223100 5.106610 -2.420460 0.941 -0.771 0.028
C -8.349160 1.455670 2.072080 -0.129 0.809 -0.751
C -6.883740 1.775200 2.113120 1.569 -0.868 1.210
C -6.321380 1.551690 3.507800 -0.419 0.066 0.458
O -6.154630 1.036080 1.164510 -0.253 -0.747 -0.806
H -8.628730 0.404030 2.135230 0.348 0.011 -0.125
H -8.664800 1.904940 1.130470 -0.687 -0.396 -0.098
H -8.841830 1.999350 2.878180 -0.077 -0.104 -0.076
H -6.679970 2.823760 1.896070 -0.526 0.437 -0.010
H -5.261010 1.783630 3.607360 -0.075 0.759 -0.015
H -6.367960 0.561700 3.961500 -0.553 -0.395 -0.572
H -7.012170 2.177920 4.072390 0.778 0.284 0.841
H -5.225310 1.059870 1.404100 0.038 0.048 0.019
C -9.718780 1.755350 -3.131850 0.046 1.212 1.213
C -9.721860 1.825110 -1.550380 1.014 -1.730 -1.151
C -10.091730 3.167910 -0.962870 -0.498 -0.017 -0.399
O -10.541400 0.771110 -1.129370 -1.052 -0.312 0.705
H -10.738160 1.843730 -3.507530 -0.188 0.570 0.242
H -9.386480 0.864110 -3.664170 0.637 -0.166 0.803
H -9.120900 2.629470 -3.389870 -0.021 -0.019 -0.814
H -8.747510 1.544960 -1.150060 0.549 0.170 -0.383
H -10.601810 3.129520 -0.000350 0.078 -0.505 0.105
H -10.840680 3.568790 -1.645850 0.233 0.863 0.038
H -9.201010 3.767340 -0.774740 -0.179 0.382 -0.587
H -11.229030 1.195060 -0.610690 -0.566 -0.287 0.175
C -5.432250 1.640870 -1.819070 -1.422 -0.367 0.411
C -5.565050 3.045980 -2.381100 0.620 -1.998 -0.629
C -5.996830 3.961070 -1.302480 -0.195 1.407 0.932
O -4.273540 3.385740 -2.887870 0.254 1.531 0.309
H -4.742660 1.552880 -0.979540 0.330 0.439 -0.273
H -5.219490 0.845270 -2.533110 0.051 0.220 -0.234
H -6.391590 1.433020 -1.345180 -0.106 -0.491 -0.128
H -6.325000 3.140830 -3.156720 0.026 -0.495 -0.431
H -5.196830 4.077800 -0.571390 -0.109 0.096 0.222
H -6.917690 3.656810 -0.804940 0.215 -0.767 0.075
H -6.324330 4.945530 -1.636670 0.531 0.179 -0.277
H -3.914630 2.877750 -3.619110 -0.654 -0.325 0.044
C -9.644590 11.397280 6.114050 -0.064 0.976 1.298
C -9.584690 11.271600 4.600930 3.934 1.973 2.207
C -8.085460 11.123980 4.103790 -0.954 0.659 -1.295
O -10.199200 10.103500 4.373330 -1.825 -2.254 -1.581
H -10.542650 11.887210 6.490300 -0.234 0.129 -0.283
H -8.814500 11.914020 6.595740 0.196 0.148 -0.257
H -9.696660 10.407620 6.567860 0.263 -0.166 -0.131
H -9.984360 12.153850 4.100920 -0.535 -0.389 -0.192
H -7.377670 10.412000 4.528300 -0.610 -0.171 0.666
H -7.552550 12.067270 3.984050 -0.174 0.222 0.275
H -8.275440 10.771530 3.089990 0.413 -0.133 -0.346
H -9.551520 9.469020 4.688840 0.065 -1.306 -0.113
C -12.306350 0.853220 1.989080 0.461 1.312 -1.591
C -13.243140 1.936450 1.381310 -0.322 -1.534 0.654
C -13.228440 3.223130 2.135300 -0.351 1.248 0.102
O -12.955830 2.175390 0.013710 0.504 -0.022 -0.321
H -12.363730 -0.067510 1.408500 -0.496 -0.231 0.386
H -12.462490 0.749350 3.062830 0.187 -0.151 -0.188
H -11.320040 1.216930 1.700950 0.525 -0.032 0.793
H -14.213230 1.456960 1.512120 -0.558 0.464 -0.389
H -13.842820 3.992120 1.667010 -0.865 -0.448 -0.081
H -12.323090 3.829890 2.118900 0.853 -0.823 0.372
H -13.595720 3.043710 3.145750 0.231 0.276 0.115
H -13.638510 1.864540 -0.585380 -0.136 -0.142 0.251
C -4.103650 5.526740 3.007860 0.751 0.762 -1.234
C -3.512730 6.381590 1.747860 -0.316 -1.881 2.040
C -3.377060 7.825840 2.049250 -0.356 1.214 0.464
O -2.240420 5.807030 1.551800 0.709 -0.550 -0.179
H -5.094250 5.835910 3.341380 -0.064 -0.070 -0.379
H -3.452810 5.575560 3.880850 0.285 0.521 -0.086
H -4.064500 4.466550 2.757720 -0.392 0.013 -0.325
H -4.148710 6.223890 0.876790 -0.143 -0.060 -0.030
H -3.098660 8.420060 1.178910 -0.309 -0.043 -0.224
H -2.621800 8.090010 2.789440 0.122 -0.582 0.197
H -4.325710 8.160430 2.469030 -0.159 0.422 -0.255
H -1.966500 5.823530 0.631860 -0.222 0.146 -0.169
C -8.277900 7.157040 7.313620 -0.405 -0.836 0.515
C -7.397550 7.694350 6.213910 0.531 0.728 0.938
C -6.120800 6.923000 5.815340 -0.897 0.145 -0.543
O -8.243980 7.928590 5.127210 -0.205 0.216 -1.058
H -7.845620 7.040370 8.307420 0.323 0.245 -0.052
H -8.700990 6.181800 7.072820 0.026 -0.213 -0.236
H -9.126170 7.838680 7.376170 -0.019 0.029 0.209
H -7.191400 8.706930 6.560730 0.808 0.138 -0.075
H -6.376120 5.875150 5.657460 0.154 -0.341 0.616
H -5.260250 7.067480 6.468550 -0.253 -0.205 0.142
H -5.827060 7.194050 4.801270 0.092 0.640 0.094
H -8.289690 7.134500 4.589690 -0.509 -0.197 -0.507
C -11.806750 11.033720 -0.750260 0.561 -0.191 -0.909
C -10.548790 10.624520 0.069650 -0.240 0.278 -3.710
C -9.311700 11.468020 -0.311500 -0.177 -0.595 0.769
O -10.951260 10.804670 1.341470 0.477 0.646 3.100
H -12.683730 10.435820 -0.502220 0.281 -0.105 0.049
H -11.634770 10.990840 -1.825750 -0.008 -0.292 -0.192
H -12.092100 12.070800 -0.573810 0.270 0.134 0.376
H -10.255680 9.581250 -0.047760 -0.337 -0.167 -0.175
H -8.449270 11.063980 0.218660 0.181 -0.253 -0.218
H -9.374440 12.485100 0.075430 -0.383 0.320 -0.343
H -9.139350 11.449350 -1.387620 0.041 0.121 0.108
H -10.678550 11.700900 1.551230 -0.367 0.303 0.830
C -9.167150 7.917070 -3.041280 -1.338 0.551 2.661
C -8.630520 7.200260 -4.192380 -1.644 -1.888 -1.752
C -9.172570 5.763400 -4.426680 0.599 0.462 1.411
O -9.087130 7.957050 -5.305960 1.969 0.587 -1.951
H -9.471630 8.921690 -3.334740 0.648 0.209 0.169
H -8.626170 7.935100 -2.095180 0.503 0.082 -0.276
H -10.121290 7.502090 -2.716470 -0.329 -0.442 -0.138
H -7.560830 6.992260 -4.167730 0.283 1.268 -0.544
H -8.800610 5.156740 -3.601020 -0.186 -0.292 0.264
H -8.735040 5.315480 -5.318890 -0.435 0.281 -0.220
H -10.260750 5.787190 -4.368310 -0.028 -0.284 -0.391
H -10.025770 8.138790 -5.392700 -0.058 -0.528 0.785
```
Forces are in eV/Å.

The value obtained for the max |F| is 4.92 eV/A. For the electronic energy, the calculation gives -4911.5849 Eh. The multiplicity is 2. The expectation value of S² is 0.75. The value obtained for the HOMO energy (alpha / beta) is -0.1415 / -0.3156 Ha. The calculation puts the lowest unoccupied orbital energy (alpha / beta) at 0.29 / 0.25 eV.

Atom charges from the Löwdin analysis, given in e for atoms 1 to 2: 0.630 -0.327